Entry 1:
{
  "formula": "C45H32BNO9",
  "method": "ωB97M-V with the def2-TZVPD basis set",
  "lumo_energy_ev": -1.09,
  "charge": 0,
  "total_energy_ev": -67776.464,
  "smiles": "CN(C)B(O)c1c(COO)ccc2c1C(=O)c1ccccc1C2=O.O=C1c2ccccc2C(=O)c2ccccc21.O=C1c2ccccc2C(=O)c2ccccc21",
  "e_homo_ev": -9.2,
  "species": ["H", "C", "H", "O", "H", "C", "C", "C", "H", "H", "H", "N", "H", "C", "H", "H", "O", "O", "C", "C", "C", "H", "C", "H", "C", "C", "O", "C", "H", "C", "C", "C", "C", "C", "C", "C", "H", "C", "C", "C", "H", "C", "H", "H", "H", "O", "H", "C", "C", "H", "C", "C", "H", "H", "H", "O", "O", "H", "H", "C", "C", "H", "C", "C", "H", "C", "C", "C", "C", "C", "H", "C", "C", "C", "B", "H", "C", "O", "O", "C", "C", "H", "C", "H", "H", "H", "C", "C"],
  "coordinates": [[6.8630, -1.7710, 4.0610], [3.2103, 0.6963, 6.2542], [-2.1101, -6.4962, -4.9760], [-0.2349, -0.7703, -2.8834], [-0.0411, 0.3221, 4.1965], [2.0226, 1.2531, 6.7200], [8.0290, -0.3033, 6.8841], [8.0223, -1.0680, 5.7208], [4.1882, -4.4753, -2.4625], [-2.7799, 4.7361, 2.4539], [2.0561, -0.6763, 3.3690], [-3.7966, -1.4241, -3.6059], [-3.1369, -5.1547, -1.1286], [0.3253, -4.1825, -3.9822], [0.4693, -6.1545, -5.0080], [-4.2769, 6.5905, 3.0866], [-1.4795, 3.3432, 0.8350], [4.4829, -1.2514, 3.5055], [-2.9852, -0.4814, -4.4109], [-3.4961, 5.9363, -0.6415], [6.8623, -1.1790, 4.9684], [4.9268, -3.4278, -0.1910], [4.4565, 0.8641, 7.0426], [-5.7935, -1.5255, -2.8782], [1.8995, -1.5780, -0.7573], [-4.0522, 6.4105, 2.0416], [2.6188, -4.1520, -4.8444], [-1.6722, -5.5761, -4.5237], [-2.6818, 0.4538, -3.8722], [-4.0814, -4.8244, -3.8386], [-2.5273, -4.5622, -3.8978], [-2.9253, 5.1291, 0.3436], [4.4694, -0.6457, 4.5609], [0.1701, -1.9031, -2.7566], [-0.2166, -5.3964, -4.5675], [3.5995, -3.6883, -1.9397], [-4.7469, -0.2262, -2.0151], [-0.5367, -3.1528, -3.3691], [-4.3288, 6.9913, -0.2790], [1.4945, -2.2307, -1.9893], [1.2779, -0.7732, -0.3116], [-3.2354, 5.6712, -2.0787], [-1.2098, 2.9160, -5.1981], [-4.2348, -5.8090, -4.3637], [-3.2758, -1.2834, -0.9467], [-3.7220, 6.3820, -2.9371], [-2.6558, 4.8112, -4.5627], [-0.9371, 2.6849, -1.8270], [-1.3597, 3.1536, -4.1511], [-5.2574, 8.0470, 1.3395], [5.6999, -0.5350, 5.3826], [-0.7333, 2.3926, -3.1673], [-5.3397, 0.0066, -3.6977], [-3.6276, -0.1751, -5.2917], [-2.1075, -1.0177, -4.8470], [-4.4958, -5.0305, -2.4659], [4.4573, 1.5178, 8.0675], [-0.0696, 1.5434, 6.3510], [-0.0906, 1.5671, -3.4470], [6.8713, 0.3348, 7.3046], [-3.2106, 5.3669, 1.6854], [8.9244, -1.5761, 5.4003], [2.3570, -3.2731, -2.5875], [-1.7677, 3.7413, -1.4632], [-4.7655, 7.6266, -1.0403], [3.9937, -3.0640, -0.6707], [5.7006, 0.2119, 6.5617], [3.1453, -2.0107, -0.1170], [2.0500, -0.1369, 4.3086], [-4.9663, -0.7728, -2.9696], [-0.4518, 2.0863, -1.0653], [-2.3765, 4.5197, -2.4498], [-4.6057, 7.2275, 1.0595], [3.2211, -0.0111, 5.0512], [-2.9976, -2.2244, -2.6717], [3.4720, -1.5347, 0.8405], [-1.9812, -3.3155, -3.3188], [-3.0544, -2.1745, -1.2714], [-3.5372, -5.7590, -1.7889], [0.8549, 1.1133, 5.9838], [1.8667, -3.9087, -3.9333], [2.0056, 1.7931, 7.6592], [-2.1746, 4.2185, -3.7937], [6.8798, 0.9245, 8.2134], [-4.6541, -3.9831, -4.3023], [8.9385, -0.2100, 7.4662], [0.8702, 0.4244, 4.7741], [-2.0122, 4.0186, -0.0256]],
  "atomic_forces_ev_per_a": [[-0.150, 0.096, 0.038], [-0.171, -0.060, -0.131], [0.288, 0.910, 0.559], [-0.192, -0.558, 0.338], [0.060, 0.013, 0.025], [-0.219, 0.053, -0.004], [-0.098, -0.002, -0.043], [-0.101, 0.051, 0.011], [-0.363, 0.751, 0.686], [0.062, -0.026, -0.176], [0.145, -0.004, 0.099], [0.665, 0.461, 2.011], [-0.462, 0.072, -0.610], [-0.837, 0.135, 0.323], [-0.708, 0.751, 0.362], [0.023, -0.013, -0.060], [-0.084, 0.061, -0.076], [-0.001, 0.053, 0.050], [-0.687, -0.078, -1.547], [-0.014, 0.010, 0.209], [0.211, -0.060, 0.008], [-0.896, 0.581, -0.199], [0.003, 0.355, 0.550], [0.803, 0.728, 0.385], [1.393, -1.606, -0.991], [0.044, -0.036, -0.101], [-0.327, -0.200, 0.458], [1.058, 1.806, 0.853], [-0.090, -0.913, -0.251], [2.043, -1.182, -0.209], [1.161, 0.256, -0.539], [-0.155, 0.158, 0.031], [-0.010, -0.312, -0.539], [0.830, -1.155, 0.205], [-1.441, 1.820, 0.959], [-1.555, 1.582, 0.409], [-0.256, -0.547, -0.605], [-0.280, -1.352, -0.441], [-0.114, 0.116, 0.142], [1.277, -0.889, 0.204], [0.548, -0.720, -0.392], [-0.250, 0.364, -0.507], [0.001, 0.021, 0.058], [-0.142, 1.076, 0.154], [-0.256, -0.577, -0.125], [0.040, -0.077, 0.118], [-0.018, 0.064, 0.177], [0.061, -0.119, -0.124], [-0.043, 0.097, 0.157], [0.039, -0.048, -0.023], [0.140, 0.021, 0.152], [0.035, 0.072, -0.049], [0.275, -0.725, 0.803], [0.692, -0.127, 0.849], [-0.567, 0.571, 0.590], [-1.148, 1.866, -0.824], [0.001, -0.076, -0.115], [0.061, -0.018, -0.021], [-0.071, 0.030, 0.065], [0.198, -0.044, 0.046], [-0.097, 0.110, 0.170], [-0.054, 0.035, 0.010], [-0.014, 0.764, 1.346], [-0.002, -0.012, -0.190], [0.102, -0.145, -0.060], [-2.095, 0.330, -1.748], [0.149, -0.105, -0.103], [-0.172, -0.737, -1.016], [-0.196, 0.033, -0.018], [-0.565, 0.552, -1.236], [-0.103, 0.106, 0.036], [0.094, -0.174, 0.009], [0.064, -0.079, -0.047], [-0.146, 0.092, 0.074], [0.405, -0.351, -0.221], [-0.422, -0.451, -0.950], [1.136, -1.629, -0.976], [0.175, 0.448, -1.130], [1.133, -1.097, 0.849], [0.124, -0.036, -0.021], [-0.666, 0.218, 1.007], [0.170, -0.055, -0.063], [0.072, -0.123, -0.187], [-0.163, -0.022, -0.082], [0.286, -0.773, 0.745], [-0.058, -0.001, -0.030], [0.082, -0.009, 0.033], [0.306, -0.362, 0.417]]
}


Entry 2:
{
  "formula": "C45H33Co2O9PS2",
  "method": "ωB97M-V with the def2-TZVPD basis set",
  "lumo_energy_ev": 3.99,
  "charge": -2,
  "total_energy_ev": -171837.676,
  "e_homo_ev": -1.0,
  "species": ["C", "C", "H", "S", "O", "H", "C", "C", "H", "C", "C", "H", "C", "C", "O", "H", "H", "H", "H", "C", "H", "H", "C", "O", "C", "C", "H", "O", "H", "O", "H", "H", "H", "C", "H", "H", "C", "C", "H", "P", "O", "S", "H", "C", "H", "O", "C", "O", "C", "C", "C", "C", "C", "H", "C", "Co", "C", "C", "H", "C", "C", "H", "O", "C", "H", "C", "C", "C", "H", "C", "H", "C", "H", "C", "H", "C", "H", "C", "H", "H", "C", "C", "Co", "H", "H", "C", "C", "C", "C", "C", "C", "C"],
  "coordinates": [[4.5611, 0.3338, -4.6472], [-1.5823, -0.1510, -6.0774], [2.5211, -6.0894, -5.5671], [-0.2748, 3.4085, 3.4213], [2.5148, -2.6661, 0.7592], [4.0174, -2.2003, -1.7759], [-3.6538, 5.6632, 6.4215], [1.6497, -3.6620, -3.3012], [-1.6556, 4.4423, 1.8185], [5.6159, 0.0184, -3.7907], [-1.6208, -1.6138, 2.3580], [0.7600, 6.1395, 3.5407], [1.3988, 0.4451, -1.0333], [-3.7026, 5.1628, 5.1210], [1.6924, 1.5656, -1.0462], [1.0954, -4.1005, -1.2807], [3.3638, 6.2047, 0.0953], [-1.3983, 0.0348, -1.8344], [2.3139, 7.3807, 2.0483], [-0.8216, -1.1315, 0.0462], [2.5081, -0.0062, -5.1633], [-4.0049, 5.7910, 4.2844], [0.3415, -1.2552, -4.3258], [0.0822, 1.9991, 3.3502], [-0.9621, -0.8322, -1.3407], [-1.2420, -1.5009, -6.1561], [-2.5658, 1.9978, 5.6967], [-1.6106, -3.9508, -3.4931], [-2.3235, 0.2785, -6.7465], [-0.2049, 4.1056, 4.6903], [-3.4320, -0.6694, 2.9469], [-0.1196, -4.2957, 3.8611], [4.7134, 1.0619, -5.4466], [-1.6959, 3.6645, 2.5742], [2.8474, 3.8229, -0.3473], [6.2245, -1.1476, -2.0685], [2.2019, -5.6404, -4.6243], [0.0029, 0.1075, -4.2790], [-1.7354, -2.1382, -6.8916], [1.4321, -1.8524, -2.9854], [-3.3799, 1.7927, 3.2599], [-3.2558, 3.2365, 3.1599], [6.5933, 0.4768, -3.9215], [-2.9963, -2.4334, 4.1904], [-2.5136, 2.8553, 8.0130], [-4.5028, -2.2272, -0.1952], [-2.8487, 3.5173, 7.2159], [-0.7392, -4.8589, 0.5574], [-2.8812, 3.0179, 5.9148], [5.4157, -0.8997, -2.7601], [-3.2338, 4.8348, 7.4618], [2.4008, 4.3372, 0.5006], [-1.5384, -0.7938, 1.1779], [1.9446, -7.5628, -3.6434], [1.8819, -6.4792, -3.5559], [-1.7092, -2.5553, -0.9359], [-2.0408, -3.4353, 4.4345], [1.4727, -5.9154, -2.3517], [-3.9396, 6.7016, 6.5852], [0.9083, 4.3189, 2.3963], [1.5213, 3.6501, 1.3386], [-2.2116, 0.0587, 1.0723], [-4.2171, 4.0310, 2.4143], [-1.6504, -3.4283, -2.4513], [-2.2122, -4.1410, 5.2423], [-2.7639, -1.5030, 3.1861], [1.3787, -4.5288, -2.2399], [-0.8689, -3.5215, 3.6724], [0.4616, 0.7464, -3.5262], [2.1003, -4.2435, -4.5027], [1.2197, -6.5332, -1.4887], [1.2164, 5.6544, 2.6764], [0.2574, -2.5935, 2.0490], [-1.1895, -3.9552, -0.0125], [1.2763, 2.5991, 1.2057], [-3.3233, 3.8401, 4.8757], [-0.0069, -3.0906, -5.4397], [-0.2763, -2.0484, -5.3069], [2.3702, -3.6227, -5.3536], [-3.2017, 5.2200, 8.4708], [-3.4323, -2.4754, -0.5575], [-0.9586, 0.6564, -5.1297], [0.7870, -1.1838, -0.9807], [-3.9173, -2.3522, 4.7728], [-1.2172, 1.7107, -5.0164], [2.1030, 6.3343, 1.8352], [4.1643, -1.5005, -2.5957], [3.0822, -1.1787, -3.4320], [2.6840, 5.6772, 0.7502], [-0.6582, -2.6002, 2.6479], [1.8842, -2.0603, -0.0113], [3.3090, -0.2707, -4.4800]],
  "atomic_forces_ev_per_a": [[0.013, -0.194, 0.139], [0.109, -0.091, 0.150], [-0.023, 0.228, 0.199], [0.384, -0.305, -1.181], [-0.425, 0.513, -0.910], [-0.018, 0.097, -0.088], [0.005, -0.264, -0.381], [0.396, -0.578, -0.420], [-0.205, -0.008, 0.337], [-0.165, -0.068, -0.004], [-0.111, -0.329, 1.014], [0.092, -0.156, -0.276], [-0.272, 1.358, 0.446], [0.170, -0.281, 0.033], [0.105, -0.766, -0.225], [-0.088, -0.036, -0.268], [0.047, 0.094, -0.036], [-0.129, -0.171, 0.131], [0.096, -0.162, -0.139], [-1.257, 2.068, 0.069], [0.019, -0.061, 0.132], [0.024, -0.180, 0.167], [-0.219, 0.120, -0.701], [0.335, 0.427, 0.798], [-1.799, 1.668, 0.853], [0.104, 0.137, -0.059], [-0.090, 0.251, -0.004], [-0.467, 0.246, 1.430], [0.023, -0.140, 0.096], [0.110, -0.277, 0.773], [0.007, -0.412, 0.347], [-0.301, 0.256, 0.036], [-0.081, -0.233, 0.183], [-1.339, 0.467, -0.217], [-0.062, 0.072, 0.182], [-0.230, 0.066, -0.249], [-0.019, 0.300, -0.056], [-0.321, -0.021, 0.044], [0.162, 0.128, 0.176], [-0.294, -0.339, 0.236], [-0.500, 0.478, 0.164], [1.857, 0.351, -0.144], [-0.170, 0.014, 0.011], [0.392, 0.111, -0.100], [-0.059, 0.282, -0.042], [0.710, -0.804, -0.527], [-0.088, 0.010, -0.383], [-0.535, 0.809, -0.581], [-0.233, 0.167, -0.132], [-0.344, -0.220, -0.077], [0.007, -0.074, -0.038], [-0.118, -0.094, 0.185], [0.721, -0.003, -1.494], [0.038, 0.205, -0.127], [-0.134, 0.239, 0.193], [0.531, -3.209, -0.336], [-0.197, 0.058, -0.007], [0.101, 0.179, -0.145], [0.071, -0.229, 0.171], [0.175, 0.013, -0.126], [-0.231, 0.141, 0.156], [-0.055, -0.112, 0.348], [-0.194, -0.378, 0.107], [0.822, 0.058, -2.492], [0.006, -0.019, -0.085], [0.397, 0.059, -0.715], [-0.012, 0.088, 0.330], [-0.186, 0.492, -0.124], [-0.097, -0.145, -0.082], [-0.138, -0.470, 0.255], [0.092, 0.143, -0.251], [-0.042, -0.216, -0.263], [-0.376, -0.233, 0.255], [0.763, -1.308, 0.786], [0.103, 0.208, -0.154], [0.018, -0.050, -0.066], [-0.136, 0.092, 0.261], [0.072, 0.392, -0.019], [-0.053, 0.001, 0.112], [0.019, 0.054, 0.124], [-1.887, 1.997, 1.062], [0.383, -0.151, 0.157], [2.024, -1.234, -1.150], [0.366, -0.153, -0.019], [0.051, -0.292, -0.136], [-0.269, -0.197, 0.304], [0.117, 0.298, -0.009], [0.532, 0.158, -0.449], [-0.168, -0.084, 0.159], [0.013, 0.232, 0.077], [1.296, -1.089, 2.035], [0.261, 0.015, 0.261]]
}